# 1
C4H4P2 | ωB97M-V/def2-TZVPD

Last column: natural (NBO) charge in e.
Geometry (Å):
C 1.123 -1.379 -0.532  -0.15
C 1.799 -0.360 -0.083  -0.16
C -2.113 1.162 0.203  -0.89
C 0.289 -0.304 0.124  -0.62
P -1.148 2.570 0.245  0.40
P -0.778 0.713 -0.850  0.54
H 1.115 -2.284 -1.020  0.22
H 2.725 0.039 0.128  0.22
H -2.957 0.521 0.556  0.25
H -0.055 -0.677 1.227  0.19

* energy above the lowest of the compared OMol25 structures with the same formula, charge and spin: 169.4 kJ/mol
* structure (SMILES): C1=CC1P1#P=C1
* HOMO-LUMO gap: 7.9 eV
* net charge: 0


# 2
C4H4S | ωB97M-V/def2-TZVPD

Last column: natural (NBO) charge in e.
Geometry (Å):
C 0.867 -2.232 1.917  -0.68
C 0.550 -1.254 0.871  0.14
C 0.187 -0.431 0.119  -0.13
C -0.504 0.287 -0.792  -0.33
H 0.264 -3.143 1.732  0.23
H 0.404 -1.765 2.777  0.25
H 1.866 -2.488 2.043  0.24
H -1.053 -0.455 -1.289  0.21
S -0.505 1.852 -1.122  0.08

* energy above the lowest of the compared OMol25 structures with the same formula, charge and spin: 253.5 kJ/mol
* structure (SMILES): CC#CC=S
* HOMO-LUMO gap: 8.2 eV
* net charge: 0


# 3
C4H4S | ωB97M-V/def2-TZVPD

Last column: natural (NBO) charge in e.
Geometry (Å):
C 0.144 -1.052 -0.006  -0.53
C 0.311 1.104 0.011  -0.51
C -0.749 0.089 0.446  -0.20
C 0.133 0.034 -0.991  0.10
S -2.367 -0.053 0.101  0.16
H 1.192 -1.188 0.419  0.25
H -0.086 -2.084 -0.225  0.24
H 0.205 2.111 -0.301  0.24
H 1.217 1.040 0.548  0.25

* energy above the lowest of the compared OMol25 structures with the same formula, charge and spin: 518.6 kJ/mol
* HOMO-LUMO gap (spin up / spin down): 7.3 / 7.3 eV
* net charge: 0


# 4
C4H4S | ωB97M-V/def2-TZVPD

Last column: natural (NBO) charge in e.
Geometry (Å):
C -1.056 1.247 2.610  -0.42
C -1.247 -0.733 1.309  -0.23
C -0.497 -0.663 -0.911  -0.31
C -0.574 -0.016 0.279  -0.38
S -0.477 -0.233 2.772  0.57
H -1.625 1.571 1.754  0.19
H 0.006 -0.433 -1.786  0.19
H -1.067 -1.612 -0.955  0.19
H -0.043 0.961 0.512  0.21

* energy above the lowest of the compared OMol25 structures with the same formula, charge and spin: 269.0 kJ/mol
* HOMO-LUMO gap (spin up / spin down): 6.8 / 6.9 eV
* net charge: 0
* ⟨S²⟩: 2.068
* spin multiplicity: 3


# 5
C4H4S2 | ωB97M-V/def2-TZVPD

Last column: natural (NBO) charge in e.
Geometry (Å):
C 2.292 0.079 0.479  -0.22
C 1.218 0.412 -0.048  -0.06
C -1.923 -1.336 -0.063  -0.37
C 0.010 0.823 -0.620  -0.47
S -3.103 -0.299 0.111  0.18
S -1.073 1.924 0.108  0.17
H 2.942 0.033 1.270  0.22
H -1.809 -2.289 -0.421  0.17
H -0.358 0.531 -1.642  0.25
H -0.667 2.024 1.309  0.12

* energy above the lowest of the compared OMol25 structures with the same formula, charge and spin: 573.5 kJ/mol
* HOMO-LUMO gap (spin up / spin down): 6.9 / 7.2 eV
* net charge: 0


# 6
C4H4S2 | ωB97M-V/def2-TZVPD

Last column: natural (NBO) charge in e.
Geometry (Å):
C -1.972 0.182 -0.112  -0.28
C -0.496 0.487 -0.112  -0.24
C 0.529 -0.400 -0.075  -0.18
C 1.943 -0.047 0.213  -0.33
H -2.577 1.068 -0.270  0.20
H -0.167 1.559 -0.076  0.21
H 0.282 -1.441 -0.327  0.23
H 2.090 0.881 0.765  0.20
S -2.812 -1.256 0.061  0.06
S 3.180 -1.033 -0.067  0.12

* energy above the lowest of the compared OMol25 structures with the same formula, charge and spin: 164.0 kJ/mol
* structure (SMILES): S=C/C=C/C=S
* HOMO-LUMO gap: 7.1 eV
* net charge: 0


How do the records compare in F_max? In the order shown, they have 4.48; 4.12; 2.55; 2.72; 4.46; 2.48 eV/Å.
How do the records compare in total energy? In the order shown, they have -837.34359; -552.89545; -552.79449; -552.69998; -950.95407; -951.11004 hartree.